[1]
This record from the Open Molecules 2025 dataset describes the ion C15H12N3O7S with charge -1 at a distorted geometry. The level of theory is wB97M-V/def2-TZVPD.

The geometry in XYZ format:
```
38
Properties=species:S:1:pos:R:3
O -2.33448 2.65894 2.60912
N -2.71381 1.47859 2.75520
O -3.87808 1.16808 3.12570
C -1.83127 0.39161 2.49452
C -2.30689 -0.90319 2.71449
C -1.42066 -1.95841 2.58920
C -0.10827 -1.76699 2.16839
C 0.34312 -0.47618 1.84085
C 1.77094 -0.40124 1.31491
N 2.30933 1.05971 1.33582
O 3.54890 1.11956 1.44839
O 1.57242 2.03954 1.20675
C -0.49855 0.60571 2.04706
H -3.35088 -1.03801 3.03862
H -1.76010 -2.96140 2.83863
H 0.59501 -2.58803 2.07490
H 2.37520 -0.87212 2.08578
H -0.17705 1.60656 1.81989
C 2.55770 2.90242 -7.24692
C 2.37015 1.86920 -6.18839
C 1.20072 1.83323 -5.42311
C 1.02661 0.90353 -4.38949
C 2.04980 -0.02435 -4.09257
S 1.89485 -1.31248 -2.75370
N 1.92184 -0.57221 -1.23364
C 1.97081 -1.14750 -0.00923
O 2.19068 -2.37184 0.18405
O 0.57170 -1.89942 -3.02546
O 3.07564 -2.07959 -3.00081
C 3.22931 -0.00686 -4.88643
C 3.34920 0.91542 -5.93124
H 3.51214 2.76670 -7.76411
H 1.77354 2.87531 -8.01294
H 2.54723 3.91271 -6.82051
H 0.41622 2.54896 -5.64761
H 0.10720 0.90537 -3.77327
H 4.03940 -0.71454 -4.67018
H 4.23977 0.88513 -6.55450
```

Computed properties:
SMILES = Cc1ccc([S@@](=O)([O-])=NC(=O)[C@H](c2cccc([N+](=O)[O-])c2)[N+](=O)[O-])cc1
LUMO level = 0.0495 hartree
Total charge = -1
Energy relative to the best compared isomer or geometry (same formula, charge and spin) = 0.0 kcal/mol

=====

[2]
This record from the Open Molecules 2025 dataset describes an isolated molecule of C15H12N6S at a distorted geometry. The level of theory is wB97M-V/def2-TZVPD.

The geometry in XYZ format:
```
34
Properties=species:S:1:pos:R:3
N -1.47156 4.04537 2.30007
N -2.47485 2.08790 1.07227
N 0.32552 -1.05398 -3.26693
N -0.60282 -0.67007 -2.41245
S -2.00706 -1.08822 -0.33440
C -0.90339 5.20511 2.07303
C -1.68379 3.13834 1.29482
C 0.98216 -1.94640 -2.57384
C -0.48561 -1.21070 -1.26137
C -0.16694 5.44078 0.86540
C -0.27890 4.55310 -0.15310
C -1.28626 2.37219 -0.73748
C -2.21545 1.56797 -0.25411
C 2.33328 -4.48618 1.72972
C 1.67159 -3.28896 1.99698
C 2.57085 -4.82160 0.43254
C 1.13264 -2.48098 1.04973
C 2.05619 -3.95439 -0.63267
C 1.29038 -2.74610 -0.27910
N -1.02914 3.38212 0.07511
N 0.65852 -1.91641 -1.27106
C -2.87944 0.41498 -0.86714
H -0.72229 5.84994 2.95068
H 1.80123 -2.52864 -2.96616
H 0.47304 6.23988 0.83133
H 0.36987 4.64321 -0.99603
H -0.82874 2.15716 -1.66618
H 2.62585 -5.20512 2.59975
H 1.68930 -2.84580 2.98373
H 3.09820 -5.74384 0.17258
H 0.46938 -1.66721 1.38896
H 2.28944 -4.29104 -1.61179
H -3.90686 0.43159 -0.50528
H -2.89431 0.41600 -2.02760
```

Computed properties:
SMILES = c1ccc(-n2cnnc2SCc2cn3cccnc3n2)cc1
LUMO level = 0.0022 hartree
Total charge = 0
Energy relative to the best compared isomer or geometry (same formula, charge and spin) = 24.4 kcal/mol

=====

[3]
This record from the Open Molecules 2025 dataset describes a structure of composition C15H13Br4NO3Pt. The level of theory is wB97M-V/def2-TZVPD.

The geometry in XYZ format:
```
37
Properties=species:S:1:pos:R:3
Pt 0.51871 0.26521 0.63015
Br 4.55528 5.92009 0.01347
C 3.87112 4.16215 -0.19243
C 4.59666 3.19519 -0.85837
Br 6.30286 3.59599 -1.58965
C 4.06813 1.89904 -0.98287
Br 5.01204 0.51930 -1.88599
C 2.82725 1.53544 -0.45530
O 2.32872 0.34806 -0.55348
C 2.06830 2.55613 0.23795
O 0.89857 2.24895 0.73050
C 2.61502 3.82998 0.34967
Br 1.56133 5.10818 1.27352
O -4.13543 -0.82995 0.91779
C -3.89150 -2.13432 0.84212
C -3.15608 -2.55915 -0.45501
C -1.80285 -1.86189 -0.62661
C -0.62282 -2.51984 0.03350
C -0.48174 -3.91561 0.02678
C 0.64886 -4.51915 0.52042
C 1.67216 -3.71367 1.01382
C 1.49464 -2.35274 0.99205
N 0.36770 -1.75880 0.53540
H -2.06016 0.14832 1.41860
H -4.81362 -2.79361 0.84949
H -3.26833 -2.55316 1.69072
H -3.79555 -2.28240 -1.29950
H -3.05101 -3.65444 -0.48468
H -1.88320 -0.82829 -0.29842
H -1.53825 -1.84051 -1.69441
H -1.28342 -4.50995 -0.38580
H 0.74264 -5.59851 0.51142
H 2.59677 -4.12282 1.39700
H 2.26857 -1.67360 1.31840
C -1.08438 0.38845 1.86887
H -0.93250 -0.29045 2.72035
H -1.11949 1.40916 2.26371
```

Computed properties:
LUMO level = 0.1505 hartree
Total charge = -2
Energy relative to the best compared isomer or geometry (same formula, charge and spin) = 0.0 kcal/mol

=====

[4]
This record from the Open Molecules 2025 dataset describes an isolated molecule of C15H13Cl2NO3S at a distorted geometry. The level of theory is wB97M-V/def2-TZVPD.

The geometry in XYZ format:
```
35
Properties=species:S:1:pos:R:3
C 2.45569 -1.48973 4.31400
H 1.67579 -2.17963 3.97637
O 3.04202 -0.80634 3.23227
C 2.24172 -0.04595 2.43760
C 2.86363 0.55400 1.34071
C 2.13698 1.32077 0.45900
C 0.76998 1.51670 0.64982
C 0.15509 0.94624 1.75512
C 0.88292 0.16786 2.63802
H 0.36918 -0.27028 3.47834
H -0.89763 1.10013 1.92034
N 0.07153 2.24116 -0.32895
C -1.27796 2.41081 -0.44530
O -2.07885 2.17435 0.42960
C -1.69909 2.87052 -1.81700
H -0.91680 3.38423 -2.36951
H -2.60060 3.47667 -1.75790
S -2.21391 1.39373 -2.88997
O -3.55215 1.02112 -2.47308
C -1.08434 0.20275 -2.08314
C -1.55923 -0.54115 -1.02062
C -0.70047 -1.40175 -0.35557
C 0.62234 -1.52501 -0.78066
C 1.07499 -0.79988 -1.87439
C 0.22020 0.06908 -2.52832
H 0.56526 0.64131 -3.37604
H 2.09705 -0.91750 -2.19689
Cl 1.70457 -2.56151 0.05628
Cl -1.25861 -2.29308 0.99823
H -2.58698 -0.42477 -0.70955
H 0.64794 2.53184 -1.10593
H 2.62947 1.76704 -0.39380
H 3.91968 0.39156 1.19633
H 2.03498 -0.79542 5.04845
H 3.26230 -2.05653 4.77623
```

Computed properties:
LUMO level = 0.0120 hartree
Total charge = 0

=====

[5]
This record from the Open Molecules 2025 dataset describes an isolated molecule of C15H13F2N5O3S at a distorted geometry. The level of theory is wB97M-V/def2-TZVPD.

The geometry in XYZ format:
```
39
Properties=species:S:1:pos:R:3
O -4.69973 1.87390 -0.23116
O -6.71521 0.67508 -0.82654
F 2.99660 -1.22742 6.95108
F 5.55979 -0.56043 3.00536
N -0.87047 2.26345 0.71210
N 2.11390 -0.21352 0.08941
N 1.36789 1.74091 1.13376
O 3.38410 0.70387 1.75584
C -1.40726 0.51793 -0.47621
C 2.29250 0.74759 0.96229
C 2.07384 -0.18254 5.08407
C 4.29072 -0.94479 4.91615
C 2.04054 0.41719 3.83179
C 3.15979 -0.82087 5.65165
C 4.37441 -0.41083 3.60111
C 3.22702 0.29621 3.05906
C 0.87060 -0.36202 -0.51058
C 0.19906 1.53543 0.57426
C -0.11728 0.48892 -0.18116
N -1.87000 1.66634 0.08159
N -1.96946 -0.44641 -1.24514
C -3.38551 0.77955 -3.04542
C -3.29296 -0.41484 -1.95816
C -4.91151 1.20438 -2.85344
C -4.54332 -0.58688 -1.05098
S -5.37243 0.91407 -1.14189
H 1.20909 -0.16978 5.76934
H 5.13853 -1.49535 5.31387
H 1.09270 0.71337 3.37041
H 0.74535 -1.04550 -1.39116
H -2.69644 2.10233 -0.19776
H -1.36338 -1.19513 -1.41016
H -2.75063 1.64083 -2.83000
H -3.10362 0.60151 -4.01754
H -3.36285 -1.37404 -2.58314
H -5.11141 2.29337 -3.06003
H -5.50079 0.57720 -3.47865
H -4.16202 -0.82112 -0.07066
H -5.17247 -1.42136 -1.21499
```

Computed properties:
SMILES = O=S1(=O)CC[C@@H](Nc2[nH]nc3nc(Oc4ccc(F)cc4F)ncc23)C1
LUMO level = -0.0103 hartree
Total charge = 0

=====

[6]
This record from the Open Molecules 2025 dataset describes a cluster of 2 separate species, C15H13F3N3O6S2 in total at a distorted geometry. The level of theory is wB97M-V/def2-TZVPD.

The geometry in XYZ format:
```
42
Properties=species:S:1:pos:R:3
O -3.50333 1.69400 -1.92411
N -3.85468 0.53358 -2.17709
O -4.93697 0.29274 -2.79297
C -3.10407 -0.66894 -1.87232
C -3.78338 -1.80546 -2.26031
C -3.12754 -3.01398 -2.18354
C -1.84940 -3.09734 -1.62483
C -1.11357 -1.95162 -1.28255
C 0.41345 -2.15277 -1.11688
N 1.18568 -0.80507 -1.32476
O 2.40909 -0.89248 -1.42381
O 0.54924 0.24782 -1.48803
C -1.80016 -0.73491 -1.32278
H -4.78251 -1.68276 -2.64298
H -3.64498 -3.88117 -2.56413
H -1.38749 -4.06711 -1.43228
H 0.75926 -2.65184 -2.05148
H -1.40420 0.17664 -0.91711
C -0.29852 0.60543 1.81076
N 1.01431 0.39608 1.36910
S 1.07679 -3.41482 -0.01310
C 0.07649 -3.33896 1.56929
F -0.19715 -4.62006 1.98437
F 0.65723 -2.68815 2.60606
F -1.12553 -2.72027 1.33347
S 2.33170 0.42574 2.19004
C 2.62869 2.04853 1.48011
C 2.64287 2.10587 0.08445
C 2.38303 3.32254 -0.51958
C 2.15702 4.45365 0.26227
C 2.16259 4.38401 1.65871
C 2.43996 3.17417 2.28505
O 2.22238 0.65882 3.61541
O 3.31374 -0.50548 1.69007
H -0.62948 -0.23464 2.45209
H -0.48076 1.56904 2.32849
H -0.92920 0.59648 0.90291
H 2.82605 1.19814 -0.48782
H 2.36341 3.33657 -1.60718
H 1.97428 5.40208 -0.22887
H 1.92859 5.25136 2.27099
H 2.43711 3.05455 3.36486
```

Computed properties:
LUMO level = 0.0392 hartree
Total charge = -1

=====

Quick rundown of HOMO, same order as above: -5.72; -8.35; -0.83; -8.01; -8.01; -3.82 eV
Quick rundown of molar mass, same order as above: 378.34; 308.37; 769.97; 358.25; 381.36; 452.41 u
Quick rundown of E, same order as above: -45383.2099; -35522.0441; -306815.2740; -59278.1384; -45624.6427; -62337.2540 eV